1.
The following is a DFT calculation (ωB97M-V with the def2-TZVPD basis set) of an isolated molecule of C5H7NO at a distorted geometry.

Each line ends with the Löwdin charge.
Cartesian coordinates (Å):
H (2.741, 1.289, -0.138)  0.06
N (2.012, 0.607, -0.317)  0.10
C (0.855, 1.015, 0.027)  -0.20
C (-0.242, 0.026, 0.105)  -0.33
C (-1.680, 0.551, 0.030)  -0.05
C (0.083, -1.329, -0.563)  -0.04
C (0.595, -1.211, 0.766)  -0.31
O (1.266, -1.634, 1.651)  0.15
H (0.634, 2.028, 0.403)  0.12
H (-1.962, 0.729, -1.022)  0.09
H (-1.818, 1.511, 0.546)  0.07
H (-2.416, -0.151, 0.433)  0.08
H (-0.777, -1.994, -0.476)  0.13
H (0.709, -1.439, -1.445)  0.12

Output
Energy   -324.62136 Eh
SMILES   [H]/N=C/[C@@]1(C)CC1=O
HOMO-LUMO gap   0.35203 Eh
Charge   0
Energy above the lowest of the compared OMol25 structures with the same formula, charge and spin   64.70 kcal/mol
HOMO   -0.3222 hartree
F_max   1.056 eV/A



2.
The following is a DFT calculation (ωB97M-V with the def2-TZVPD basis set) of an isolated molecule of C6H9NO at a distorted geometry.

Each line ends with the Löwdin charge.
Cartesian coordinates (Å):
C (1.922, -1.739, -0.006)  0.14
C (0.899, -1.053, 0.111)  -0.14
C (-0.319, -0.391, 0.221)  -0.40
C (-1.674, -1.184, -0.134)  -0.21
O (-2.636, -0.226, -0.330)  -0.04
C (-0.439, 0.843, 1.107)  -0.09
N (-0.267, 0.982, -0.267)  -0.15
C (1.125, 1.472, -0.520)  -0.11
H (2.928, -2.287, 0.021)  0.07
H (-1.440, -1.994, -1.016)  0.16
H (-1.753, -1.868, 0.723)  0.11
H (-2.067, 0.460, -0.676)  0.06
H (0.559, 1.094, 1.665)  0.15
H (-1.426, 1.301, 1.366)  0.14
H (1.171, 2.624, -0.804)  0.12
H (1.519, 0.944, -1.563)  0.13
H (1.900, 1.021, 0.103)  0.05

Output
Energy   -363.82487 Eh
SMILES   C#C[C@@]1(CO)CN1C
HOMO-LUMO gap   0.37654 Eh
Charge   0
Energy above the lowest of the compared OMol25 structures with the same formula, charge and spin   125.11 kcal/mol
HOMO   -0.3410 hartree
F_max   5.813 eV/A



3.
The following is a DFT calculation (ωB97M-V with the def2-TZVPD basis set) of a cluster of 2 separate species, C3H9NO2S2 in total at a distorted geometry.

Each line ends with the Löwdin charge.
Cartesian coordinates (Å):
N (-0.912, -0.644, 0.453)  0.04
C (-0.022, -1.209, -0.514)  -0.44
C (0.144, -2.711, -0.213)  -0.21
O (1.199, -3.284, -0.299)  0.05
C (1.372, -0.561, -0.723)  -0.55
S (1.389, 0.754, -1.939)  0.47
S (0.359, 2.271, -0.925)  0.35
H (-0.599, -0.673, 1.396)  0.07
H (-1.340, 0.230, 0.167)  0.05
H (-0.495, -1.174, -1.502)  0.13
H (-0.745, -3.289, 0.094)  0.13
H (2.147, -1.324, -0.682)  0.08
H (1.624, -0.055, 0.228)  0.07
H (-0.358, 2.596, -1.980)  -0.21
O (-1.612, 2.991, 2.046)  -0.07
H (-0.961, 3.576, 1.647)  0.02
H (-1.189, 2.505, 2.746)  0.02

Output
Energy   -1121.28088 Eh
SMILES   N[C@H](C=O)CSS.O
HOMO-LUMO gap   0.31910 Eh
Charge   0
Energy above the lowest of the compared OMol25 structures with the same formula, charge and spin   40.52 kcal/mol
HOMO   -0.3129 hartree
F_max   2.704 eV/A



4.
The following is a DFT calculation (ωB97M-V with the def2-TZVPD basis set) of a structure of composition C21H19CsN2.

Each line ends with the Löwdin charge.
Cartesian coordinates (Å):
Cs (0.941, -0.573, 1.404)  0.83
C (0.270, -3.776, 3.510)  -0.12
C (-1.058, -3.384, 3.618)  -0.10
C (-1.968, -3.739, 2.632)  -0.08
C (-1.552, -4.491, 1.541)  -0.09
C (-0.226, -4.890, 1.437)  -0.10
C (0.686, -4.532, 2.421)  -0.11
H (0.981, -3.494, 4.277)  0.11
H (-1.380, -2.792, 4.465)  0.11
H (-3.001, -3.429, 2.713)  0.11
H (-2.262, -4.772, 0.775)  0.10
H (0.097, -5.482, 0.589)  0.10
H (1.720, -4.843, 2.340)  0.10
N (1.368, -1.762, -2.317)  0.09
C (1.740, -0.618, -3.018)  -0.27
C (2.868, -0.551, -3.803)  -0.04
C (3.222, 0.646, -4.448)  -0.09
C (2.473, 1.780, -4.299)  -0.05
C (1.315, 1.756, -3.491)  -0.16
C (0.499, 2.886, -3.261)  -0.01
C (-0.588, 2.775, -2.441)  -0.04
C (-0.879, 1.527, -1.860)  -0.13
N (-0.159, 0.449, -2.060)  0.09
C (0.938, 0.551, -2.853)  -0.18
H (1.633, -2.635, -2.741)  0.09
H (0.396, -1.724, -2.040)  0.07
H (3.490, -1.430, -3.919)  0.11
H (4.112, 0.666, -5.064)  0.10
H (2.755, 2.702, -4.793)  0.11
H (0.751, 3.832, -3.723)  0.12
H (-1.220, 3.623, -2.220)  0.11
H (-1.727, 1.419, -1.193)  0.11
C (-2.164, 4.071, 2.558)  -0.14
C (-0.992, 4.068, 1.817)  -0.15
C (-0.188, 2.930, 1.789)  -0.25
C (-0.497, 1.745, 2.481)  -0.38
C (-1.691, 1.806, 3.222)  -0.22
C (-2.511, 2.930, 3.269)  -0.14
H (-2.794, 4.953, 2.581)  0.09
H (-0.700, 4.954, 1.259)  0.08
H (0.729, 2.990, 1.195)  0.05
H (-2.006, 0.933, 3.795)  0.05
H (-3.423, 2.922, 3.859)  0.08

Output
Energy   -941.22335 Eh
HOMO-LUMO gap   0.21190 Eh
Charge   0
Energy above the lowest of the compared OMol25 structures with the same formula, charge and spin   1.17 kcal/mol
HOMO   -0.2188 hartree
F_max   0.309 eV/A



5.
The following is a DFT calculation (ωB97M-V with the def2-TZVPD basis set) of a structure of composition C25H28ClN5O6PtS.

Each line ends with the Löwdin charge.
Cartesian coordinates (Å):
Pt (-0.555, 1.684, -3.261)  1.23
C (1.927, -3.684, 2.774)  -0.04
C (0.662, -2.887, 2.434)  -0.51
C (0.407, -2.969, 0.922)  -0.03
C (-0.520, -3.575, 3.133)  -0.04
C (0.797, -1.412, 2.935)  -0.41
O (0.691, -1.391, 4.370)  -0.02
C (2.142, -0.723, 2.619)  -0.10
C (2.734, -0.717, 1.202)  -0.14
C (3.970, 0.146, 1.147)  -0.22
C (3.933, 1.407, 0.564)  -0.02
C (5.060, 2.216, 0.532)  -0.10
C (6.237, 1.755, 1.095)  -0.67
Cl (7.657, 2.761, 1.061)  0.65
C (6.305, 0.502, 1.681)  -0.10
C (5.170, -0.293, 1.701)  -0.03
C (-0.425, -0.552, 2.511)  -0.03
N (-0.186, 0.443, 1.485)  -0.11
C (-0.350, 0.347, 0.162)  -0.19
N (-0.027, 1.480, -0.424)  0.07
C (0.324, 2.268, 0.625)  -0.22
N (0.250, 1.686, 1.799)  0.13
H (1.780, -4.733, 2.510)  0.09
H (2.152, -3.657, 3.843)  0.09
H (2.805, -3.329, 2.233)  0.07
H (0.454, -4.013, 0.608)  0.09
H (1.131, -2.415, 0.327)  0.07
H (-0.591, -2.610, 0.663)  0.08
H (-0.611, -4.597, 2.759)  0.09
H (-1.467, -3.071, 2.933)  0.08
H (-0.383, -3.613, 4.212)  0.09
H (1.458, -1.841, 4.740)  0.09
H (2.887, -1.175, 3.282)  0.12
H (2.040, 0.311, 2.954)  0.12
H (2.017, -0.340, 0.474)  0.09
H (2.998, -1.730, 0.893)  0.10
H (3.009, 1.762, 0.122)  0.10
H (5.028, 3.195, 0.074)  0.11
H (7.235, 0.156, 2.109)  0.10
H (5.223, -1.278, 2.153)  0.12
H (-0.759, -0.016, 3.395)  0.14
H (-1.247, -1.169, 2.158)  0.12
H (-0.708, -0.543, -0.328)  0.12
H (0.635, 3.296, 0.520)  0.11
O (0.335, -0.239, -3.107)  -0.15
C (1.446, 0.293, -3.379)  -0.49
O (1.498, 1.549, -3.553)  -0.17
H (2.353, -0.308, -3.477)  0.14
N (-1.454, 4.545, -3.701)  0.21
C (-1.080, 3.463, -3.556)  -0.25
H (-1.795, 5.472, -3.826)  0.11
O (-2.934, 0.982, -5.366)  0.07
C (-3.321, 1.076, -4.222)  -0.52
N (-2.505, 1.253, -3.125)  -0.27
S (-3.334, 1.503, -1.708)  0.63
O (-3.088, 0.445, -0.769)  -0.29
O (-3.160, 2.857, -1.267)  -0.30
C (-4.915, 1.263, -2.450)  -0.22
C (-6.154, 1.288, -1.841)  -0.03
C (-7.257, 1.059, -2.652)  -0.06
C (-7.108, 0.813, -4.016)  -0.06
C (-5.852, 0.791, -4.606)  0.01
C (-4.753, 1.021, -3.797)  -0.13
H (-6.257, 1.479, -0.781)  0.12
H (-8.249, 1.073, -2.220)  0.11
H (-7.988, 0.636, -4.621)  0.11
H (-5.715, 0.602, -5.662)  0.13

Output
Energy   -2672.39022 Eh
HOMO-LUMO gap   0.33178 Eh
Charge   0
Energy above the lowest of the compared OMol25 structures with the same formula, charge and spin   7.29 kcal/mol
HOMO   -0.3275 hartree
F_max   0.468 eV/A



6.
The following is a DFT calculation (ωB97M-V with the def2-TZVPD basis set) of a structure of composition CH3BrNO2S at a distorted geometry.

Each line ends with the Löwdin charge.
Cartesian coordinates (Å):
C (-2.301, -0.542, -0.388)  -0.88
N (0.526, -0.522, -0.723)  -0.17
O (-1.133, -2.240, -1.775)  -0.42
O (-0.575, -2.374, 0.699)  -0.41
S (-0.891, -1.592, -0.497)  0.36
Br (-2.044, 0.753, -1.636)  0.45
H (-2.147, 1.157, 1.262)  0.02
H (0.930, -0.201, 0.149)  0.03
H (1.303, -1.009, -1.154)  0.02

Output
Energy   -3217.17826 Eh
HOMO-LUMO gap (alpha / beta)   0.27421 / 0.24442 Eh
Charge   -1
Energy above the lowest of the compared OMol25 structures with the same formula, charge and spin   132.40 kcal/mol
HOMO (alpha / beta)   -0.1420 / -0.1185 hartree
F_max   2.746 eV/A